The following is a quantum chemistry calculation of a structure of composition C45H44IN4P2S2TeTl, from the Open Molecules 2025 dataset.

The geometry in XYZ format:
```
100
Properties=species:S:1:pos:R:3:lowdin_charge:R:1
C 0.081 2.641 0.802 -0.09
S -2.300 -0.584 -2.524 0.68
C 3.177 1.461 1.222 -0.10
C -3.258 1.685 3.623 -0.07
I -0.370 -4.341 1.553 0.21
C -2.230 1.023 -3.019 -0.85
C 1.869 2.027 6.199 -0.16
C -3.151 0.140 1.322 -0.09
C 0.815 -0.384 2.424 -0.99
C -2.569 -3.918 -1.611 -0.35
C -2.066 2.369 -5.125 -0.24
C 0.606 -3.456 -3.292 -0.58
H -3.297 2.279 4.526 0.11
C -2.575 -5.393 -3.495 0.01
H 2.389 0.775 4.538 0.08
H -1.518 3.544 -2.923 0.09
C 0.854 2.369 -1.839 -0.08
H 1.164 2.246 -2.867 0.11
C -0.049 1.587 7.314 -0.16
C -0.580 -5.421 -4.955 -0.04
H -3.108 -0.468 0.424 0.05
Tl -0.013 -2.171 -0.288 0.12
C 4.479 2.188 -0.664 -0.09
C 3.400 -1.868 2.561 -0.36
C -0.687 -3.980 -2.978 -0.23
H -2.920 -2.359 -0.168 0.01
C 5.560 -1.819 3.633 -0.08
C 3.033 0.200 0.648 -0.39
C -1.976 0.491 1.979 -0.36
C 4.624 -1.242 2.788 -0.08
H -1.159 0.548 -4.593 0.12
H 1.203 -5.273 -6.103 0.10
C 1.667 0.976 5.319 -0.13
C -3.308 -3.340 -0.445 -0.08
C 5.287 -3.030 4.253 -0.09
C -2.032 1.266 3.136 -0.11
H 2.221 -3.621 2.950 0.01
C 3.893 2.450 0.569 -0.08
H 6.504 -1.321 3.804 0.10
H -4.146 4.275 -1.511 0.08
H -5.290 0.279 1.305 0.11
H -3.228 -3.992 0.425 0.05
P 2.125 -1.155 1.474 0.85
H -4.229 -5.182 -2.170 0.12
H 1.188 4.488 -1.803 0.11
H 2.215 -3.550 -4.662 0.10
C -0.352 0.516 6.482 -0.14
C -0.910 3.156 -5.717 -0.08
H -1.122 1.520 3.664 0.09
N -2.761 2.012 -2.270 0.02
H -1.268 -0.038 6.636 0.09
C 3.622 -0.054 -0.585 -0.11
P -0.414 -0.046 1.256 0.78
H -0.204 2.760 1.840 0.10
H -3.046 -6.135 -4.128 0.12
H 6.016 -3.478 4.914 0.10
N -1.349 -3.522 -1.871 0.00
C 0.866 3.618 -1.244 -0.10
H -0.167 2.485 -6.148 0.08
H -1.044 -6.171 -5.578 0.11
H -2.634 1.866 -5.916 0.12
H 0.444 0.292 -1.619 0.02
H -5.386 1.659 3.354 0.10
H -4.361 -3.225 -0.702 0.09
C 4.082 -3.673 4.009 -0.08
C 0.469 3.756 0.082 -0.09
C -2.289 3.389 -2.172 -0.24
H 2.706 1.663 2.178 0.10
H -3.940 4.292 -3.256 0.07
H -2.768 3.026 -4.618 0.09
C -3.414 4.399 -2.309 -0.07
C 0.524 0.200 5.454 -0.56
H -0.727 1.851 8.118 0.10
C 0.444 1.253 -1.117 -0.12
H 5.035 2.963 -1.174 0.10
H 3.522 -1.031 -1.041 0.06
H 0.485 4.726 0.561 0.11
H -1.794 3.500 -1.202 0.10
C -1.271 -4.944 -3.817 -0.15
C 1.237 -3.940 -4.412 -0.12
C 4.345 0.935 -1.239 -0.08
C -4.431 1.334 2.965 -0.08
N -1.600 1.359 -4.177 0.00
Te 0.137 -1.400 4.124 1.25
H 2.756 2.644 6.108 0.10
H 3.989 3.430 1.017 0.11
C -4.378 0.562 1.814 -0.07
C 0.657 -4.921 -5.239 -0.08
H -0.412 3.758 -4.957 0.06
H -3.024 5.413 -2.245 0.08
C 0.068 1.376 0.210 -0.33
H 3.867 -4.625 4.474 0.11
H -3.231 1.649 -1.451 0.11
H 4.855 -0.300 2.307 0.10
C -3.224 -4.879 -2.421 0.00
H -1.260 3.819 -6.508 0.07
N 1.033 2.346 7.187 0.05
H 4.796 0.722 -2.199 0.10
S 1.387 -2.205 -2.339 0.60
C 3.148 -3.101 3.161 -0.14
```

Charge ... 0
Gap between HOMO and LUMO ... 6.7 eV
Relative energy (zero: lowest compared OMol25 entry of this formula, charge and spin) ... 0.148 eV
Highest occupied orbital energy ... -6.92 eV
Energy ... -113676.64033 eV